Computed, not measured: a 9-piece molecular cluster, C24H54O15S6 overall in a non-equilibrium geometry, with the ωB97M-V functional and the def2-TZVPD basis.

```
99
Properties=species:S:1:pos:R:3:forces:R:3
C -6.264 9.471 17.644 0.35 -0.51 -0.01
C -6.850 10.805 18.066 0.29 -1.18 -0.17
C -7.154 11.762 16.933 0.21 0.35 0.48
O -8.378 12.340 17.366 0.11 1.04 -0.93
C -8.938 11.623 18.338 -0.53 -0.36 0.63
O -9.980 11.886 18.847 0.19 -0.24 -0.11
O -8.146 10.567 18.641 0.10 0.26 0.14
H -6.519 9.171 16.626 -0.25 0.19 0.00
H -6.609 8.672 18.302 -0.19 0.16 0.09
H -5.176 9.421 17.711 0.01 0.44 0.03
H -6.202 11.268 18.814 -0.18 0.03 0.13
H -7.277 11.289 15.959 -0.08 -0.06 0.03
H -6.394 12.541 16.894 -0.11 0.06 -0.28
C 0.634 10.385 19.944 0.49 0.21 0.24
C -0.604 10.652 19.120 0.32 0.42 0.38
C -1.367 9.378 18.850 0.27 -0.61 -0.76
O -2.729 9.706 19.138 0.08 -0.28 -0.14
C -2.773 10.883 19.785 0.53 0.26 1.10
O -3.741 11.343 20.312 -0.26 0.03 -0.56
O -1.544 11.438 19.887 -0.57 -0.47 -0.22
H 1.379 9.900 19.312 0.05 0.10 0.00
H 0.450 9.758 20.821 -0.42 -0.22 -0.25
H 1.080 11.274 20.395 -0.05 0.26 -0.51
H -0.448 11.214 18.197 0.48 -0.04 0.11
H -0.962 8.545 19.433 -0.61 0.11 0.53
H -1.271 9.026 17.820 -0.25 0.36 -0.11
C -4.239 6.949 18.385 -0.94 -0.81 -1.04
C -4.411 5.449 18.684 0.72 0.60 -0.52
C -3.671 4.925 19.899 0.25 0.22 0.08
O -4.668 4.939 20.910 -0.07 0.17 0.47
C -5.893 5.049 20.347 0.34 -0.37 -0.50
O -6.931 4.965 20.895 -0.44 0.06 0.62
O -5.766 5.211 19.010 -0.25 0.04 -0.28
H -3.263 7.255 18.014 0.32 -0.15 0.60
H -4.664 7.584 19.156 0.44 0.03 0.26
H -4.872 7.090 17.502 -0.14 0.19 0.12
H -4.161 4.886 17.784 -0.09 -0.11 0.05
H -2.861 5.610 20.153 0.00 -0.17 0.28
H -3.289 3.907 19.804 -0.03 0.04 -0.12
C -1.053 14.546 20.171 -0.52 0.15 -0.32
S -0.663 15.458 18.653 -0.46 0.16 -0.99
O -0.594 14.511 17.490 0.23 -0.07 0.83
C -2.268 16.251 18.395 -0.29 -0.14 0.65
H -1.171 15.214 21.025 0.36 0.22 -0.11
H -0.207 13.877 20.299 -0.13 -0.15 0.19
H -1.998 14.011 20.073 0.18 -0.28 -0.22
H -2.271 16.861 17.496 0.41 0.13 0.08
H -2.525 16.831 19.284 -0.02 0.16 -0.14
H -3.020 15.473 18.244 0.17 -0.18 0.10
C 2.643 14.882 20.346 -0.30 -0.32 0.09
S 4.375 14.547 20.806 0.49 0.83 0.58
O 5.085 15.859 20.988 -0.52 -0.68 -0.29
C 4.052 13.994 22.527 -0.75 0.64 -0.93
H 2.043 15.310 21.150 0.26 0.08 0.14
H 2.189 13.936 20.040 0.12 -0.09 0.06
H 2.588 15.541 19.481 0.40 0.06 0.02
H 3.553 14.858 22.968 0.01 -0.10 0.19
H 4.985 13.815 23.046 0.09 -0.27 -0.19
H 3.365 13.152 22.470 0.20 -0.19 0.30
C -1.842 5.624 13.902 -0.30 0.34 -0.27
S -0.728 7.025 14.202 0.03 -0.07 -0.69
O 0.068 7.285 12.968 -0.21 -0.19 0.43
C -1.996 8.298 14.264 0.30 0.42 0.33
H -2.596 5.848 13.145 0.16 0.22 -0.07
H -2.365 5.432 14.838 0.17 -0.27 0.05
H -1.257 4.781 13.545 0.12 -0.05 0.31
H -2.286 8.622 13.266 -0.08 -0.40 -0.11
H -1.531 9.161 14.745 -0.07 -0.03 0.07
H -2.830 7.947 14.866 -0.16 0.05 -0.02
C 2.300 7.544 16.537 -0.91 0.51 0.46
S 2.766 9.223 16.040 0.21 -0.14 -0.20
O 2.172 10.159 17.050 0.10 -0.51 -0.05
C 4.546 9.136 16.425 -0.60 0.57 0.94
H 1.231 7.419 16.347 0.08 0.19 -0.48
H 2.328 7.517 17.629 0.75 -0.28 -0.04
H 2.831 6.774 15.985 0.29 0.02 0.23
H 5.118 8.506 15.754 -0.06 0.08 -0.18
H 4.683 8.854 17.472 -0.16 -0.39 -0.11
H 4.831 10.190 16.425 0.25 -0.09 -0.54
C -3.601 13.160 25.286 0.49 1.14 -0.03
S -2.138 12.185 24.860 -0.05 -0.91 -0.09
O -2.183 10.949 25.720 -0.02 0.73 -0.72
C -2.661 11.666 23.169 -0.73 0.27 0.92
H -3.728 12.999 26.354 -0.37 -0.32 -0.09
H -4.492 13.061 24.669 -0.04 -0.65 0.19
H -3.318 14.216 25.203 0.13 -0.07 -0.09
H -2.699 12.484 22.452 0.36 0.11 0.09
H -3.692 11.340 23.311 0.10 -0.35 -0.17
H -2.027 10.848 22.845 0.12 0.06 0.01
C -5.448 14.380 20.295 -0.04 0.93 0.05
S -7.103 15.075 20.623 -0.17 -1.01 0.10
O -7.608 14.352 21.832 0.32 0.58 -0.38
C -6.592 16.744 21.078 0.39 -0.39 -0.28
H -4.957 15.030 19.567 0.00 -0.06 -0.03
H -5.510 13.376 19.890 -0.19 -0.09 0.22
H -4.898 14.417 21.236 0.03 -0.24 0.00
H -7.515 17.304 21.193 0.09 0.14 0.22
H -6.018 17.129 20.233 -0.15 0.13 -0.04
H -5.953 16.744 21.960 -0.23 -0.01 0.17
```
Forces are in eV/Å.

Results
Molecular weight: 775.1 g mol⁻¹
LUMO energy: -0.32 eV
Net charge: 0
Energy above the lowest of the compared OMol25 structures with the same formula, charge and spin: 76.9 kJ/mol

---

Computed, not measured: a 4-piece molecular cluster, C24H55B3ClN3O9 overall in a non-equilibrium geometry, with the ωB97M-V functional and the def2-TZVPD basis.

```
95
Properties=species:S:1:pos:R:3:forces:R:3
C -0.379 -1.844 0.128 -4.44 -0.15 9.08
C -0.914 -1.865 1.450 2.17 -0.34 -9.12
C -1.956 -2.021 2.749 1.06 0.43 -1.10
B -3.080 -0.793 2.635 -0.09 0.09 -0.25
O -3.805 -0.464 1.363 -0.06 2.49 4.74
B -4.718 0.650 1.773 1.51 0.22 0.10
O -4.240 1.900 2.454 1.65 -4.50 0.26
B -3.187 1.431 3.377 -1.10 -0.34 0.27
C -1.932 2.312 3.968 0.66 -0.76 0.78
C -0.840 2.811 2.852 -0.92 2.10 0.25
C -1.428 2.990 1.332 1.16 0.59 -0.30
Cl 0.710 1.749 2.936 -1.74 0.82 -0.35
O -3.318 0.010 3.850 0.98 1.37 -4.03
H -0.037 -1.739 -1.009 -0.42 -0.01 3.24
H -1.332 -1.835 3.728 -1.30 -0.60 -1.96
H -2.487 -3.079 2.736 1.42 2.05 -0.14
H -5.880 0.449 1.557 0.32 0.46 -0.08
H -2.338 3.201 4.613 0.81 -1.40 -1.40
H -1.337 1.608 4.725 -1.40 1.58 -1.59
H -0.484 3.896 3.199 -0.57 -2.56 -0.84
H -2.324 3.775 1.326 1.82 -1.98 0.18
H -1.692 1.982 0.795 0.30 1.90 1.25
H -0.556 3.489 0.693 -1.84 -1.10 1.35
C -5.082 -7.802 -2.267 0.32 -0.10 -0.12
O -4.608 -6.644 -2.935 -0.57 -0.11 0.04
C -5.640 -5.697 -3.231 0.38 0.59 0.05
C -5.510 -4.448 -2.341 -0.17 -0.75 0.15
N -5.859 -4.746 -0.949 0.13 0.12 -0.13
C -5.489 -3.684 -0.004 0.26 -0.31 -0.02
C -3.994 -3.321 0.115 -0.30 0.11 0.67
O -3.189 -4.344 0.706 -0.22 0.13 -0.50
C -2.781 -5.362 -0.196 0.28 -0.05 0.56
H -4.281 -8.551 -2.270 -0.09 0.23 -0.06
H -5.331 -7.583 -1.227 -0.19 -0.09 0.08
H -5.954 -8.232 -2.775 0.04 0.07 0.09
H -6.643 -6.138 -3.162 0.19 -0.03 0.18
H -5.490 -5.390 -4.271 -0.02 0.00 0.05
H -6.176 -3.665 -2.718 0.02 -0.03 0.04
H -4.479 -4.096 -2.425 0.08 0.09 -0.23
H -5.390 -5.600 -0.662 -0.10 0.19 -0.12
H -5.836 -4.011 0.983 0.08 0.10 -0.05
H -6.058 -2.781 -0.252 0.11 -0.02 -0.05
H -3.927 -2.465 0.799 -0.04 -0.42 -0.35
H -3.559 -2.981 -0.829 0.04 -0.14 -0.09
H -2.604 -4.983 -1.205 -0.13 0.00 0.00
H -3.509 -6.172 -0.204 -0.06 -0.11 -0.29
H -1.844 -5.788 0.177 -0.07 0.18 0.00
C 6.883 4.307 6.055 0.13 0.32 -0.06
O 7.412 4.218 4.743 -0.03 -0.45 0.35
C 7.603 2.870 4.297 -0.11 0.08 -0.70
C 6.576 2.501 3.213 -0.05 0.17 0.78
N 5.228 2.372 3.775 0.14 0.11 -0.26
C 4.167 2.301 2.763 0.02 0.27 0.26
C 4.000 3.506 1.814 -0.57 -0.29 0.13
O 3.527 4.693 2.455 0.45 -0.24 -0.24
C 4.537 5.453 3.102 -0.50 0.24 0.00
H 6.967 5.348 6.388 0.04 -0.18 -0.17
H 5.826 4.036 6.074 -0.06 -0.13 0.17
H 7.441 3.677 6.759 -0.10 0.01 -0.08
H 7.590 2.152 5.127 -0.18 0.19 -0.04
H 8.601 2.831 3.849 -0.05 -0.01 0.02
H 6.865 1.551 2.751 -0.04 0.04 0.03
H 6.614 3.282 2.450 0.23 0.02 -0.14
H 5.038 3.170 4.375 0.09 -0.19 -0.12
H 3.225 2.168 3.308 0.19 0.08 -0.19
H 4.313 1.393 2.166 0.05 0.10 -0.03
H 3.223 3.236 1.088 0.04 0.05 0.15
H 4.897 3.714 1.225 0.16 0.09 0.14
H 5.495 5.408 2.580 0.02 -0.12 0.07
H 4.640 5.134 4.139 0.30 -0.01 0.08
H 4.210 6.497 3.127 -0.02 -0.14 -0.11
C 3.326 2.356 -5.315 0.05 0.25 0.24
O 1.987 2.765 -5.092 0.14 -0.22 -0.50
C 1.092 2.379 -6.142 -0.58 -0.07 0.37
C 0.147 1.259 -5.672 0.74 0.06 -0.14
N 0.864 -0.007 -5.499 -0.22 0.09 0.19
C 0.091 -1.035 -4.790 0.31 0.16 0.13
C -0.358 -0.725 -3.347 0.04 -0.55 -0.21
O 0.714 -0.657 -2.403 -0.39 0.23 -0.59
C 1.387 0.593 -2.370 0.31 -0.18 0.51
H 3.966 2.865 -4.586 -0.23 -0.04 -0.10
H 3.440 1.281 -5.166 0.13 -0.11 -0.15
H 3.669 2.630 -6.321 -0.05 -0.09 0.08
H 1.624 2.099 -7.060 0.05 -0.09 0.24
H 0.487 3.262 -6.372 0.02 -0.06 0.00
H -0.648 1.124 -6.413 0.05 -0.02 0.04
H -0.307 1.590 -4.734 -0.16 0.21 -0.01
H 1.718 0.161 -4.975 -0.19 0.01 -0.16
H 0.719 -1.933 -4.762 -0.14 0.06 0.07
H -0.791 -1.288 -5.392 0.01 0.10 0.10
H -0.982 -1.566 -3.019 0.07 0.05 -0.03
H -0.994 0.162 -3.277 0.15 0.14 -0.02
H 0.719 1.435 -2.564 0.01 -0.07 -0.13
H 2.224 0.588 -3.069 -0.02 0.22 -0.14
H 1.816 0.720 -1.371 -0.17 -0.10 -0.06
```
Forces are in eV/Å.

Results
Molecular weight: 597.6 g mol⁻¹
SMILES string: C#CCB1OBOB(C[C@H](C)Cl)O1.COCCNCCOC.COCCNCCOC.COCCNCCOC
LUMO energy: 0.35 eV
Net charge: 0

---

Computed, not measured: C24H56 as an isolated structure in a non-equilibrium geometry, with the ωB97M-V functional and the def2-TZVPD basis.

```
80
Properties=species:S:1:pos:R:3:forces:R:3
C 4.917 1.666 2.484 -1.58 -1.76 -2.42
C 3.929 0.512 1.980 -2.24 0.52 2.71
C 2.773 1.112 1.120 0.68 1.57 -0.77
C 1.813 2.189 1.843 -0.97 -5.89 1.87
C 0.594 2.600 1.041 2.21 -6.24 8.68
C -0.285 3.614 1.835 -1.93 -0.87 1.01
H 4.405 2.308 3.141 -0.70 0.76 0.91
H 5.174 2.264 1.581 0.44 -0.46 0.69
H 5.712 1.190 2.998 1.17 -0.03 0.25
H 3.362 -0.013 2.933 1.49 1.36 -1.98
H 4.406 -0.343 1.508 0.28 0.31 -0.35
H 2.136 0.360 0.734 -0.73 -1.26 -0.10
H 3.230 1.503 0.113 -0.69 -0.03 1.84
H 2.322 3.014 1.964 2.95 4.52 0.72
H 1.616 1.839 2.981 0.20 0.34 -2.47
H -0.052 1.659 0.814 1.07 1.34 0.17
H 0.945 3.056 0.215 3.91 -1.26 0.15
H -0.517 3.221 2.922 0.43 0.81 -2.22
H -1.290 3.737 1.176 2.04 0.03 2.61
H 0.260 4.571 1.888 -0.47 -0.21 0.08
C -0.059 3.849 -0.642 4.74 -1.37 -5.91
C 0.005 3.268 -2.057 -2.91 0.05 -3.06
C 0.883 1.966 -2.092 -11.77 -3.82 -0.98
C 0.844 1.071 -3.339 2.53 -2.45 0.75
C -0.477 0.627 -3.851 -0.66 0.08 -0.61
C -1.191 -0.315 -2.897 3.21 -3.12 -1.62
H 1.084 4.213 -0.562 -2.77 0.67 0.39
H -0.180 3.104 0.162 -3.79 2.49 -5.62
H -0.806 4.433 -0.586 -4.73 5.64 0.01
H 0.331 3.983 -2.910 -0.05 -0.78 1.63
H -1.239 3.039 -2.360 5.41 1.86 -0.04
H 0.654 1.363 -1.093 -0.17 0.60 -2.29
H 1.689 2.259 -1.841 11.37 3.65 2.42
H 1.259 0.009 -3.028 0.43 2.16 -0.55
H 1.415 1.471 -4.223 -0.20 -0.18 1.13
H -0.280 0.071 -4.839 -0.75 1.34 1.12
H -0.941 1.629 -3.855 -0.81 -0.72 -1.51
H -2.107 -0.802 -3.269 0.53 0.40 -0.12
H -1.480 0.038 -1.920 5.55 0.26 -5.33
H -0.403 -1.188 -2.669 -1.67 1.42 -0.52
C 4.026 -5.199 3.181 1.17 7.72 2.51
C 3.333 -3.917 2.704 -1.59 -4.12 2.35
C 1.855 -3.990 2.707 -3.22 1.97 1.02
C 1.250 -2.681 2.018 -0.35 0.44 -2.79
C -0.233 -2.644 2.181 -1.58 2.45 1.89
C -1.011 -1.592 1.353 -0.81 0.27 2.87
H 4.011 -5.340 4.205 -1.18 -0.09 2.53
H 5.035 -4.972 3.168 2.51 0.03 -0.99
H 3.835 -6.030 2.808 -1.91 -7.22 -4.11
H 3.628 -3.680 1.774 1.16 0.78 -3.51
H 3.609 -3.166 3.324 1.07 2.52 1.92
H 1.209 -4.109 3.676 2.03 0.81 -0.59
H 1.424 -4.911 2.323 0.27 0.03 -1.43
H 1.416 -2.696 0.724 -0.19 -0.02 3.74
H 1.373 -1.599 2.305 2.07 -1.15 0.28
H -0.690 -2.506 3.378 1.63 -0.75 -3.42
H -0.500 -3.499 1.735 -1.89 -3.85 -0.65
H -0.800 -1.262 0.397 1.32 -0.67 -2.63
H -0.796 -0.613 1.829 -1.23 -0.23 0.48
H -2.069 -1.975 1.300 0.74 1.17 0.52
C -3.939 -2.626 -2.859 -3.63 -2.86 3.10
C -4.187 -2.086 -1.405 -1.72 -1.31 0.31
C -5.041 -0.816 -1.343 -1.97 -0.29 -1.73
C -4.295 0.494 -1.738 1.64 -1.62 -2.24
C -2.886 0.646 -1.099 -2.53 3.35 4.80
C -2.213 2.053 -1.472 -4.81 -4.42 -3.88
H -3.229 -3.491 -2.840 -1.18 0.24 -0.21
H -3.522 -1.950 -3.441 1.85 3.32 -2.81
H -5.083 -2.780 -3.301 3.19 -0.26 0.99
H -3.366 -1.830 -0.687 0.00 -0.91 -1.03
H -4.867 -2.915 -0.906 1.61 1.48 -0.66
H -5.443 -0.923 -0.315 0.04 1.23 -0.43
H -5.990 -0.907 -2.095 2.03 0.09 1.79
H -4.932 1.371 -1.642 0.18 0.13 0.44
H -4.059 0.464 -2.898 -0.75 -0.14 1.89
H -2.015 0.013 -1.361 -6.44 -0.48 5.57
H -3.096 0.601 0.091 0.72 0.14 -2.30
H -1.950 1.861 -2.649 -1.18 0.08 3.18
H -1.346 2.162 -0.970 1.92 0.24 1.81
H -2.893 2.894 -1.556 -0.09 0.20 0.78
```
Forces are in eV/Å.

Results
Molecular weight: 344.7 g mol⁻¹
LUMO energy: 0.86 eV
Net charge: 0
Energy above the lowest of the compared OMol25 structures with the same formula, charge and spin: 1961.0 kJ/mol